<one>
C3H7N2P | the ωB97M-V functional and the def2-TZVPD basis

Output
SMILES: P[C@H]1CCN=N1
E_HOMO: -9.1 eV
Kohn-Sham gap: 9.37 eV

Positions of all 13 atoms, in Å:
C1 0.877 0.323 -0.038
C2 0.910 0.981 1.454
C3 -0.193 -0.665 0.210
N1 0.146 0.095 2.269
N2 -0.455 -0.764 1.584
P1 -2.118 -0.255 -0.714
H1 0.618 1.139 -0.860
H2 1.938 -0.086 -0.254
H3 1.947 1.025 1.835
H4 0.384 1.935 1.316
H5 -0.074 -1.696 -0.092
H6 -2.915 -0.890 0.084
H7 -2.389 -1.230 -1.819

---

<two>
C3H7N2P | the ωB97M-V functional and the def2-TZVPD basis

Output
E_HOMO (spin up / spin down): -7.5 / -7.5 eV
Kohn-Sham gap (spin up / spin down): 7.03 / 7.43 eV

Positions of all 13 atoms, in Å:
C1 -1.123 0.966 -0.479
C2 -1.915 0.700 0.527
C3 1.585 -1.268 -0.647
N1 -0.083 0.211 -0.886
N2 0.816 -0.199 -0.077
P1 1.365 0.438 1.404
H1 -1.378 1.744 -1.191
H2 -1.934 -0.158 1.176
H3 -2.724 1.496 0.826
H4 2.106 -1.816 0.111
H5 1.069 -2.088 -1.141
H6 2.330 -0.898 -1.348
H7 0.840 1.657 1.323

---

Least stable structure among those shown: <two>.